(1)
48
Properties=species:S:1:pos:R:3 method="wB97M-V/def2-TZVPD" charge=0 e_tot_ha=-4803.505601 de_lowest_kcal_mol=21.1 orbital_gap_ha=0.266 homo_ev=-7.51
Ir -0.8937 0.8372 0.4360
Br 0.5287 2.9998 0.4544
C 0.2994 3.2668 -1.4102
C 1.0902 4.1550 -2.0636
C 0.8857 4.3361 -3.4511
C -0.1223 3.6692 -4.0852
C -0.9711 2.7762 -3.3807
C -2.0765 2.1455 -4.0042
C -2.8714 1.2944 -3.2961
C -2.5644 0.9780 -1.9500
C -1.5016 1.5581 -1.3122
C -0.7234 2.5224 -2.0122
H 1.8537 4.7125 -1.5381
H 1.5305 5.0110 -3.9979
H -0.2852 3.8039 -5.1478
H -2.2813 2.3639 -5.0454
H -3.7335 0.8376 -3.7665
H -3.1725 0.2542 -1.4244
O -0.8148 1.3295 2.7718
N -1.9038 1.9297 2.7320
O -2.4087 1.9488 1.5664
O 0.8692 -1.1742 3.0521
S 0.9260 -1.7669 1.7430
O 0.0519 -2.8819 1.4881
N 0.7254 -0.6036 0.5745
C 1.7942 -0.5258 -0.2664
S 1.8527 0.3867 -1.6292
C 2.9082 -1.4125 0.1772
C 4.1692 -1.5356 -0.3790
C 5.0642 -2.4150 0.2141
C 4.7022 -3.1666 1.3310
C 3.4371 -3.0474 1.8880
C 2.5705 -2.1551 1.2881
H 4.4306 -0.9499 -1.2503
H 6.0614 -2.5208 -0.1929
H 5.4145 -3.8523 1.7704
H 3.1450 -3.6261 2.7541
C -2.1709 -2.2615 3.7807
N -2.1210 -1.2180 2.7713
C -2.5840 -1.3750 1.5356
N -3.4832 -2.3527 1.3146
O -2.2927 -0.6371 0.5472
H -1.4266 -2.0256 4.5347
H -1.9118 -3.2319 3.3533
H -3.1522 -2.3100 4.2570
H -1.4142 -0.5043 2.9024
H -3.6690 -3.0572 2.0025
H -3.7608 -2.5095 0.3626

=====

(2)
42
Properties=species:S:1:pos:R:3 method="wB97M-V/def2-TZVPD" charge=0 smiles="COC(CNC(=O)c1ccc2c3c(onc13)-c1ccccc1C2=O)OC" e_tot_ha=-1219.184663 de_lowest_kcal_mol=155.0 orbital_gap_ha=0.238 homo_ev=-8.40
O 2.4384 1.5753 -2.9814
O -2.4868 0.7394 1.8156
N 1.6528 -0.7249 2.1127
O 3.0675 -0.6557 1.8448
O -5.1827 -2.2923 3.0849
O -3.9717 -2.7746 1.1382
C 2.7225 0.9121 -1.9791
C -1.6060 -0.1933 1.6547
C 3.1661 0.1544 0.7161
C 6.4674 0.8840 -1.8671
C 6.7531 0.5424 -0.5288
C 5.1370 1.0227 -2.3121
C 5.7414 0.4309 0.3980
C -0.7329 0.7533 -0.4247
C 0.2953 1.0157 -1.3359
C 4.0653 0.8252 -1.4371
C 4.3517 0.5318 -0.1293
C -0.4250 0.1416 0.8332
C 1.6223 0.7852 -1.0476
C 0.9621 -0.1836 1.0500
C 1.9363 0.3129 0.1674
N -1.6676 -1.4065 2.3378
C -5.2557 -3.6681 3.4348
C -4.8251 -2.5167 0.0590
C -4.0912 -1.8735 2.2258
C -2.7384 -1.9468 3.0331
H 7.2923 1.0704 -2.5785
H 7.7876 0.4515 -0.1526
H 4.9604 1.2505 -3.3641
H 5.8988 0.2274 1.4161
H -1.7661 0.8655 -0.6682
H 0.0928 1.4111 -2.2482
H -1.0427 -2.1194 1.8661
H -4.2760 -4.1016 3.2566
H -5.4543 -3.7494 4.5460
H -5.9169 -4.3395 2.9718
H -5.1116 -3.3898 -0.4642
H -4.2576 -1.8741 -0.6830
H -5.6344 -1.9229 0.3461
H -4.3233 -0.8890 1.8525
H -2.3861 -2.9761 3.3494
H -2.8728 -1.3244 3.9828

=====

(3)
46
Properties=species:S:1:pos:R:3 method="wB97M-V/def2-TZVPD" charge=0 smiles="COc1ccc(NC(=O)CSc2nnc(NC(=O)c3ccccc3C(=O)O)s2)cc1" e_tot_ha=-2125.281284 de_lowest_kcal_mol=15.6 orbital_gap_ha=0.271 homo_ev=-7.59
C -1.6371 4.5404 -4.5514
H -2.5925 4.5046 -4.0171
O -0.6579 5.2291 -3.8157
C -0.2979 4.7392 -2.5932
C 0.6757 5.4655 -1.9067
C 1.1152 5.0670 -0.6633
C 0.5854 3.9212 -0.0735
C -0.3838 3.1946 -0.7566
C -0.8248 3.5948 -2.0050
H -1.5775 3.0054 -2.5046
H -0.7967 2.3035 -0.3053
N 0.9729 3.4538 1.1866
C 1.9287 3.9359 2.0082
O 2.6240 4.9094 1.8166
C 2.0562 3.1143 3.2935
H 2.6714 3.6669 4.0026
H 1.0846 2.8781 3.7238
S 2.9411 1.5325 3.0468
C 1.6621 0.4976 2.5229
N 0.4594 0.8949 2.2424
N -0.3531 -0.0889 1.8630
C 0.2232 -1.2416 1.8490
N -0.4066 -2.4030 1.5001
C 0.2872 -3.5822 1.4297
O 1.4383 -3.6706 1.7890
C -0.5277 -4.7531 0.9778
C -1.2638 -5.4829 1.8990
C -1.9532 -6.6142 1.4929
C -1.9027 -7.0285 0.1711
C -1.1671 -6.3106 -0.7538
C -0.4797 -5.1685 -0.3562
C 0.2893 -4.3405 -1.3132
O 0.6299 -3.2045 -1.0862
O 0.5553 -4.9583 -2.4648
H 1.0675 -4.3743 -3.0467
H -1.1194 -6.6203 -1.7858
H -2.4365 -7.9143 -0.1374
H -2.5266 -7.1769 2.2137
H -1.2883 -5.1696 2.9319
H -1.3459 -2.3224 1.1380
S 1.9062 -1.2322 2.3317
H 0.5012 2.5987 1.4911
H 1.8682 5.6349 -0.1435
H 1.0773 6.3503 -2.3741
H -1.7635 5.1041 -5.4746
H -1.3180 3.5207 -4.7924

=====

(4)
40
Properties=species:S:1:pos:R:3 method="wB97M-V/def2-TZVPD" charge=-1 e_tot_ha=-1302.184129 orbital_gap_ha=0.285 homo_ev=-4.95
Ag -1.8768 -1.0457 1.5482
C -1.2123 4.1953 0.6300
C -0.1856 3.7473 1.4450
C 0.2808 2.4525 1.3154
C -0.2630 1.5967 0.3585
C -1.2766 2.0620 -0.4705
C -1.7520 3.3536 -0.3288
P 0.3791 -0.1145 0.3264
C 1.9819 0.1733 -0.5431
C 2.7465 -0.9769 -0.7388
C 3.9475 -0.9252 -1.4168
C 4.4185 0.2916 -1.8882
C 3.6829 1.4451 -1.6697
C 2.4711 1.3903 -1.0023
C -0.6026 -0.8689 -1.0033
C -0.1508 -1.1842 -2.2745
C -0.9982 -1.8602 -3.1357
C -2.2882 -2.1639 -2.7286
C -2.7394 -1.7832 -1.4729
C -1.9065 -1.1588 -0.5365
H -1.5970 5.2011 0.7370
H 0.2432 4.4117 2.1853
H 1.0755 2.0935 1.9581
H -1.6924 1.4082 -1.2224
H -2.5487 3.7016 -0.9720
H 2.3677 -1.9183 -0.3575
H 4.5141 -1.8329 -1.5848
H 5.3500 0.3344 -2.4372
H 4.0516 2.3946 -2.0372
H 1.9034 2.2976 -0.8478
H 0.8587 -0.9432 -2.5851
H -0.6434 -2.1632 -4.1147
H -2.9433 -2.7220 -3.3913
H -3.7678 -2.0080 -1.2087
B -1.9903 -3.5542 5.2517
C -1.9210 -2.3986 4.2300
N -1.8858 -1.4759 3.5222
H -0.8694 -3.9689 5.4125
H -2.4470 -3.0838 6.2644
H -2.7145 -4.4000 4.7838

=====

(5)
41
Properties=species:S:1:pos:R:3 method="wB97M-V/def2-TZVPD" charge=0 e_tot_ha=-1040.207168 de_lowest_kcal_mol=18.3 orbital_gap_ha=0.252 homo_ev=-6.94
Ba -0.7567 1.2395 -0.3268
C -2.2767 -3.4320 -0.6334
C -1.1980 -4.0834 -1.2065
C -0.0597 -3.3677 -1.5189
C 0.0103 -1.9945 -1.2599
C -1.0713 -1.3306 -0.6726
C -2.2000 -2.0730 -0.3651
C 1.2346 -1.2664 -1.6156
C 1.9764 -1.6343 -2.7694
C 3.1083 -0.9476 -3.0912
C 3.5638 0.0777 -2.2357
C 4.7526 0.7945 -2.4575
C 5.1344 1.7818 -1.5936
C 4.3337 2.1014 -0.4856
C 3.1649 1.4305 -0.2471
C 2.7508 0.3981 -1.1144
N 1.6009 -0.2569 -0.8539
H -3.1788 -3.9813 -0.4013
H -1.2479 -5.1444 -1.4102
H 0.7904 -3.8790 -1.9482
H -3.0537 -1.5826 0.0853
H 1.6110 -2.4283 -3.4023
H 3.6649 -1.1667 -3.9912
H 5.3601 0.5445 -3.3140
H 6.0546 2.3196 -1.7594
H 4.6592 2.8795 0.1888
H 2.5401 1.6587 0.6098
C -2.7039 2.6343 3.7020
C -2.7673 1.5556 2.6283
C -4.1220 0.8590 2.5893
O -1.7262 0.5955 2.8355
C -2.3670 2.1394 1.2518
O -1.3535 2.8527 1.2286
O -2.9564 1.7286 0.2427
H -2.8253 2.1941 4.6909
H -3.4798 3.3780 3.5432
H -1.7359 3.1245 3.6390
H -4.2765 0.2801 3.4994
H -4.1658 0.1949 1.7278
H -4.9178 1.5923 2.4988
H -1.8701 0.2154 3.7127

=====

> Which of these has the lowest charge?

C19H17AgBNP

=====

Copy entry 2 word for word.
42
Properties=species:S:1:pos:R:3 method="wB97M-V/def2-TZVPD" charge=0 smiles="COC(CNC(=O)c1ccc2c3c(onc13)-c1ccccc1C2=O)OC" e_tot_ha=-1219.184663 de_lowest_kcal_mol=155.0 orbital_gap_ha=0.238 homo_ev=-8.40
O 2.4384 1.5753 -2.9814
O -2.4868 0.7394 1.8156
N 1.6528 -0.7249 2.1127
O 3.0675 -0.6557 1.8448
O -5.1827 -2.2923 3.0849
O -3.9717 -2.7746 1.1382
C 2.7225 0.9121 -1.9791
C -1.6060 -0.1933 1.6547
C 3.1661 0.1544 0.7161
C 6.4674 0.8840 -1.8671
C 6.7531 0.5424 -0.5288
C 5.1370 1.0227 -2.3121
C 5.7414 0.4309 0.3980
C -0.7329 0.7533 -0.4247
C 0.2953 1.0157 -1.3359
C 4.0653 0.8252 -1.4371
C 4.3517 0.5318 -0.1293
C -0.4250 0.1416 0.8332
C 1.6223 0.7852 -1.0476
C 0.9621 -0.1836 1.0500
C 1.9363 0.3129 0.1674
N -1.6676 -1.4065 2.3378
C -5.2557 -3.6681 3.4348
C -4.8251 -2.5167 0.0590
C -4.0912 -1.8735 2.2258
C -2.7384 -1.9468 3.0331
H 7.2923 1.0704 -2.5785
H 7.7876 0.4515 -0.1526
H 4.9604 1.2505 -3.3641
H 5.8988 0.2274 1.4161
H -1.7661 0.8655 -0.6682
H 0.0928 1.4111 -2.2482
H -1.0427 -2.1194 1.8661
H -4.2760 -4.1016 3.2566
H -5.4543 -3.7494 4.5460
H -5.9169 -4.3395 2.9718
H -5.1116 -3.3898 -0.4642
H -4.2576 -1.8741 -0.6830
H -5.6344 -1.9229 0.3461
H -4.3233 -0.8890 1.8525
H -2.3861 -2.9761 3.3494
H -2.8728 -1.3244 3.9828